i:
Computed, not measured: a cluster of 2 separate species, C5H12NO2 in total, with the ωB97M-V functional and the def2-TZVPD basis.

Results
* frontier orbital gap (alpha / beta): 8.597 / 8.594 eV
* charge: +1

CARTESIAN COORDINATES (ANGSTROEM)
C 3.061 -0.231 0.201
C 2.047 -0.394 -0.534
C -2.394 0.279 -0.367
C -0.768 -1.352 0.279
C 0.038 0.875 0.119
N -0.937 -0.131 -0.353
O 0.019 1.830 -0.763
O 0.071 1.132 1.427
H 4.041 -0.808 0.002
H 3.215 0.238 1.164
H 1.661 -0.896 -1.398
H -2.898 -0.003 0.575
H -2.291 1.431 -0.473
H -2.814 -0.029 -1.341
H -0.712 -1.034 1.273
H -1.573 -2.105 0.067
H 0.098 -1.838 -0.065
H -0.622 -0.201 -1.312
H 0.213 2.739 -0.568
H 0.546 0.499 2.067

=====

ii:
Computed, not measured: a cluster of 2 separate species, C5H12NO2 in total, with the ωB97M-V functional and the def2-TZVPD basis.

Results
* frontier orbital gap: 10.023 eV
* charge: +1

CARTESIAN COORDINATES (ANGSTROEM)
O -1.343 -1.435 -0.891
C -0.440 -2.223 -1.011
C 0.936 -1.667 -1.406
C 1.353 -0.882 -0.143
C 0.868 0.535 -0.160
C 0.241 1.088 0.858
N -0.214 2.505 0.727
H -0.457 -3.283 -0.694
H 1.636 -2.502 -1.510
H 0.903 -1.143 -2.358
H 1.113 -1.371 0.800
H 2.441 -0.814 -0.268
H 1.115 1.185 -0.997
H -0.081 0.709 1.798
H -1.235 2.381 0.821
H 0.132 3.000 -0.095
H 0.119 3.094 1.495
H -2.899 0.539 1.517
H -2.072 -0.300 0.559
O -2.116 0.584 0.958

=====

Which structure wins on stability? ii wins.

=====

i:
Computed, not measured: a cluster of 6 separate species, C3H18N2O7 in total, with the ωB97M-V functional and the def2-TZVPD basis.

Results
* ⟨S²⟩: 0.77
* multiplicity: 2
* frontier orbital gap (alpha / beta): 11.382 / 5.301 eV
* charge: +1

CARTESIAN COORDINATES (ANGSTROEM)
C 0.170 -0.727 -2.202
C 1.635 -0.355 -2.169
O 1.917 0.971 -2.683
N -0.465 0.049 -1.067
C -1.718 -0.314 -0.651
N -2.038 -1.693 -0.905
O -2.584 0.427 -0.120
H -0.314 -0.206 -3.172
H 0.006 -1.765 -2.242
H 2.208 -0.392 -1.228
H 2.199 -1.059 -2.802
H 1.576 1.590 -1.942
H -0.160 0.991 -0.834
H -1.463 -2.478 -1.008
H -2.958 -1.931 -0.637
H -0.005 1.702 2.512
H 0.558 2.964 2.815
O 0.877 2.127 2.284
H 0.742 -1.559 -0.026
H 0.281 -2.325 1.263
O 0.722 -2.484 0.372
H 0.788 -1.001 3.232
H 1.292 -2.294 3.039
O 0.483 -1.730 3.007
H 1.100 2.455 0.611
H 1.288 3.349 -0.529
O 1.635 2.560 -0.135
H -1.248 -0.251 2.517
H -2.101 0.914 1.731
O -1.399 0.776 2.354

=====

ii:
Computed, not measured: a cluster of 6 separate species, C3H18N2O7 in total, with the ωB97M-V functional and the def2-TZVPD basis.

Results
* ⟨S²⟩: 0.75
* multiplicity: 2
* frontier orbital gap (alpha / beta): 10.198 / 4.470 eV
* charge: +1

CARTESIAN COORDINATES (ANGSTROEM)
C -0.468 3.420 -0.037
O -0.334 4.608 -0.158
N -0.796 2.881 1.105
N -0.248 2.635 -1.066
H -0.695 1.877 1.150
H -0.859 3.442 1.942
H -0.515 1.663 -1.008
H 0.198 2.923 -1.925
C 1.138 -2.382 -0.433
C 1.764 -0.969 -0.260
O 1.307 0.063 -1.159
O -0.258 -2.209 -0.486
H 1.545 -2.904 0.433
H 1.655 -2.872 -1.258
H 2.847 -1.090 -0.219
H 1.547 -0.621 0.750
H 1.768 0.890 -0.993
H -0.670 -3.068 -0.602
O -0.745 -0.085 1.120
H -0.230 -0.564 0.471
H -0.477 -0.456 1.961
O -0.604 -0.879 -3.058
H -0.660 -0.197 -2.389
H -0.652 -1.700 -2.567
O -2.193 0.429 -0.973
H -2.764 -0.339 -0.963
H -1.675 0.353 -0.172
O 0.205 -1.292 3.444
H -0.085 -2.194 3.315
H 0.955 -1.363 4.035

=====

Which structure wins on stability? ii wins.

=====

i:
Computed, not measured: a cluster of 2 separate species, CH6OS2 in total, with the ωB97M-V functional and the def2-TZVPD basis.

Results
* frontier orbital gap: 9.705 eV
* SMILES: CSS.O

CARTESIAN COORDINATES (ANGSTROEM)
C 0.527 -1.422 -1.522
S 0.037 0.336 -1.364
S -1.694 0.238 -0.254
H 0.658 -1.609 -2.595
H 1.470 -1.524 -1.019
H -0.239 -2.018 -1.050
H -1.142 0.275 0.972
O 2.086 0.307 4.113
H 2.666 1.045 4.313
H 2.442 -0.094 3.303

=====

ii:
Computed, not measured: a cluster of 2 separate species, CH6OS2 in total, with the ωB97M-V functional and the def2-TZVPD basis.

Results
* frontier orbital gap: 7.922 eV
* SMILES: CSS.O

CARTESIAN COORDINATES (ANGSTROEM)
C -0.761 1.243 -1.417
S -0.061 1.889 0.177
S 0.637 1.279 2.079
H -0.106 0.388 -1.702
H -0.693 2.079 -2.095
H -1.781 0.932 -1.257
H 1.445 0.299 1.575
O 0.421 -2.365 0.696
H 0.906 -2.558 1.508
H -0.006 -3.186 0.435

=====

iii:
Computed, not measured: a cluster of 2 separate species, CH6OS2 in total, with the ωB97M-V functional and the def2-TZVPD basis.

Results
* frontier orbital gap: 9.722 eV
* SMILES: CO.SS

CARTESIAN COORDINATES (ANGSTROEM)
C -2.933 -0.163 -0.423
O -1.826 0.338 0.347
H -3.856 0.379 -0.186
H -3.097 -1.224 -0.218
H -2.665 -0.022 -1.470
H -2.161 0.298 1.248
S 1.708 0.080 1.005
S 1.030 -0.161 -0.989
H 1.235 1.366 1.141
H -0.162 -0.658 -0.580

=====

Which structure wins on stability? i wins.

=====

i:
Computed, not measured: the molecule C5H5N3, with the ωB97M-V functional and the def2-TZVPD basis.

Results
* frontier orbital gap: 9.450 eV
* SMILES: C#Cc1nccn1N

CARTESIAN COORDINATES (ANGSTROEM)
C 1.501 1.398 2.215
C 0.727 0.959 1.336
C -0.100 0.629 0.208
N -1.020 1.417 -0.323
C -1.537 0.671 -1.423
C -0.945 -0.551 -1.455
N 0.012 -0.564 -0.437
N 0.733 -1.692 -0.079
H 2.177 1.642 2.997
H -2.277 1.120 -2.100
H -1.098 -1.488 -1.920
H 0.115 -2.155 0.719
H 1.711 -1.385 0.261

=====

ii:
Computed, not measured: the molecule C5H5N3, with the ωB97M-V functional and the def2-TZVPD basis.

Results
* frontier orbital gap: 9.693 eV
* SMILES: Cc1nc[nH]c1C#N

CARTESIAN COORDINATES (ANGSTROEM)
C -0.754 -1.843 0.001
C -0.414 -0.393 -0.084
N -1.405 0.532 -0.096
C -0.887 1.757 -0.077
N 0.458 1.693 0.056
C 0.818 0.381 0.098
C 2.155 -0.034 0.058
N 3.209 -0.500 -0.011
H -1.808 -1.803 -0.458
H -0.053 -2.400 -0.627
H -0.904 -2.360 1.007
H -1.523 2.580 0.130
H 1.108 2.390 0.003

=====

iii:
Computed, not measured: the molecule C5H5N3, with the ωB97M-V functional and the def2-TZVPD basis.

Results
* frontier orbital gap: 8.164 eV
* SMILES: [H]/N=C\N=C1\C=CC=N1

CARTESIAN COORDINATES (ANGSTROEM)
H -1.694 1.449 -0.064
N -2.544 0.853 -0.027
C -2.243 -0.402 0.006
N -1.006 -1.040 -0.020
C 0.123 -0.428 0.005
C 1.435 -1.083 0.009
C 2.400 -0.160 -0.023
C 1.622 1.124 -0.004
N 0.348 1.022 0.046
H -2.999 -1.195 0.126
H 1.532 -2.165 0.003
H 3.474 -0.351 -0.029
H 2.078 2.108 0.008

=====

Which structure wins on stability? ii wins.